No. 1
Computed, not measured: a 2-piece molecular cluster, C4H7O3 overall, with ωB97M-V/def2-TZVPD.

Structure (XYZ):
```
14
Properties=species:S:1:pos:R:3:forces:R:3:mulliken_charge:R:1
O 2.009 2.393 1.442 -0.046 -0.047 0.004 -0.57
C 1.149 1.603 1.104 -0.051 0.120 0.059 0.24
C -0.279 1.694 1.574 0.282 0.039 0.066 -0.78
H 1.343 0.776 0.412 0.101 -0.052 0.049 0.30
H -0.512 2.739 1.781 -0.145 -0.020 -0.093 0.33
H -0.384 1.135 2.508 0.062 -0.103 -0.056 0.20
H -0.910 1.222 0.826 -0.126 0.120 -0.010 0.22
O 0.105 -1.253 0.352 -0.048 -0.122 -0.068 -0.72
C -0.170 -0.973 -0.841 0.097 0.225 0.277 0.72
O -0.188 0.171 -1.356 -0.067 -0.084 -0.081 -0.72
C -0.488 -2.149 -1.771 -0.267 -0.341 -0.267 -1.00
H -1.111 -1.823 -2.606 0.109 0.046 -0.036 0.28
H 0.436 -2.572 -2.171 0.054 0.117 -0.011 0.21
H -1.002 -2.964 -1.255 0.047 0.100 0.168 0.28
```
Positions in Å, forces in eV/Å.

- HOMO-LUMO gap (Eh) = 0.3146
- ΔE to the lowest compared entry with this formula, charge and spin (kcal/mol) = 8.94
- E_HOMO (eV) = -4.38
- total charge = -1
- F_max (eV Å⁻¹) = 0.5
- DFT total energy (eV) = -10405.483



No. 2
Computed, not measured: C4H7O3Pb as an isolated structure in a non-equilibrium geometry, with ωB97M-V/def2-TZVPD.

Structure (XYZ):
```
15
Properties=species:S:1:pos:R:3:forces:R:3:mulliken_charge:R:1
O 0.599 -0.288 -0.469 1.195 0.453 -1.445 -0.30
C -0.035 -0.096 0.602 -2.615 -1.958 0.664 0.88
O -1.034 0.684 0.733 1.846 0.411 -1.323 -0.25
Pb -2.376 3.003 0.701 -0.507 0.700 0.245 0.61
O 0.055 -1.001 1.539 0.407 1.253 0.047 -0.27
C 1.166 -1.905 1.512 0.715 -0.642 0.008 -0.64
H 2.107 -1.349 1.437 -0.244 -0.165 0.042 0.33
H 1.119 -2.448 2.459 -0.001 0.154 -0.281 0.24
H 1.065 -2.595 0.666 0.008 0.166 0.220 0.30
C 0.464 0.526 -1.732 1.255 -1.169 2.275 -0.46
H 1.127 1.387 -1.548 -0.440 -0.360 -0.809 0.36
H 0.652 -0.261 -2.478 -0.311 0.952 -0.098 0.29
C -1.488 1.508 -0.704 -3.045 0.315 -0.751 -1.06
H -2.197 0.771 -1.100 0.215 -0.122 0.706 0.47
H -1.224 2.064 -1.618 1.520 0.013 0.500 0.50
```
Positions in Å, forces in eV/Å.

- HOMO-LUMO gap (spin up / spin down) (Eh) = 0.2823 / 0.1832
- ΔE to the lowest compared entry with this formula, charge and spin (kcal/mol) = 114.26
- E_HOMO (spin up / spin down) (eV) = -12.24 / -10.36
- total charge = +1
- F_max (eV Å⁻¹) = 3.3
- DFT total energy (eV) = -15637.441



No. 3
Computed, not measured: a 2-piece molecular cluster, C4H7O4 overall in a non-equilibrium geometry, with ωB97M-V/def2-TZVPD.

Structure (XYZ):
```
15
Properties=species:S:1:pos:R:3:forces:R:3:mulliken_charge:R:1
O -2.226 0.555 1.930 -0.220 -0.285 -0.629 -0.74
C -1.383 0.721 1.041 1.671 0.662 0.792 0.47
O -0.699 1.787 0.838 -0.820 -0.152 -0.052 -0.78
C -0.858 -0.458 0.175 -1.736 0.464 0.799 -0.75
C 0.643 -0.641 0.244 0.618 -1.426 -0.674 -0.15
C 0.851 -1.908 -0.542 0.659 -0.696 -0.523 -0.04
O 1.570 -2.817 -0.187 0.027 0.066 0.025 -0.54
H -1.211 -0.220 -0.855 0.517 -0.411 0.461 0.29
H -1.386 -1.371 0.544 0.403 0.480 -0.454 0.34
H 1.284 0.153 -0.118 -0.425 0.421 -0.666 0.33
H 1.157 -0.895 1.174 -0.908 0.135 0.600 0.21
H 0.269 -2.099 -1.490 0.097 0.614 0.440 0.36
H 0.852 3.094 -1.251 0.091 -0.478 0.003 0.26
H 0.223 1.965 -0.375 0.482 0.064 -0.312 0.47
O 0.914 2.133 -1.128 -0.456 0.541 0.189 -0.74
```
Positions in Å, forces in eV/Å.

- HOMO-LUMO gap (Eh) = 0.3207
- ΔE to the lowest compared entry with this formula, charge and spin (kcal/mol) = 16.55
- E_HOMO (eV) = -4.92
- total charge = -1
- F_max (eV Å⁻¹) = 2.0
- DFT total energy (eV) = -12453.121



No. 4
Computed, not measured: an isolated ion of composition C4H7O4P and charge -2 in a non-equilibrium geometry, with ωB97M-V/def2-TZVPD.

Structure (XYZ):
```
16
Properties=species:S:1:pos:R:3:forces:R:3:mulliken_charge:R:1
C 2.877 0.548 0.322 0.668 -3.980 1.416 -1.09
C 1.705 -0.274 -0.269 2.876 -0.527 -1.158 0.26
C 0.491 0.073 -0.061 -6.101 1.625 0.454 -0.73
C -1.137 -0.641 -0.605 3.788 0.408 -0.412 0.01
O -1.190 -1.851 -0.045 -0.876 -0.485 0.170 -0.82
P -2.516 0.451 -0.073 -0.125 0.561 2.040 0.73
O -3.609 0.330 -1.068 -1.059 -0.236 -1.049 -0.80
O -2.088 1.848 0.294 0.242 0.042 0.220 -0.81
O -2.823 -0.505 1.268 0.624 0.669 -2.169 -0.69
H 2.754 0.606 1.397 -0.713 0.756 0.305 0.29
H 3.873 -0.007 0.401 -0.810 0.513 -1.072 0.32
H 2.971 1.469 -0.129 0.428 2.053 -0.853 0.25
H 1.886 -1.063 -1.032 0.322 0.322 0.579 0.32
H 0.186 0.939 0.607 0.710 -0.931 -0.581 0.15
H -1.139 -0.685 -1.714 0.408 0.341 -0.006 0.23
H -2.238 -1.236 0.707 -0.384 -1.130 2.115 0.38
```
Positions in Å, forces in eV/Å.

- HOMO-LUMO gap (Eh) = 0.2104
- ΔE to the lowest compared entry with this formula, charge and spin (kcal/mol) = 40.14
- E_HOMO (eV) = 0.29
- total charge = -2
- F_max (eV Å⁻¹) = 6.3
- DFT total energy (eV) = -21739.146



No. 5
Computed, not measured: a 2-piece molecular cluster, C4H7OP overall in a non-equilibrium geometry, with ωB97M-V/def2-TZVPD.

Structure (XYZ):
```
13
Properties=species:S:1:pos:R:3:forces:R:3:mulliken_charge:R:1
C -0.708 -1.129 -0.428 0.192 1.842 1.967 -0.35
C 0.533 -1.297 0.069 -2.811 0.577 -0.970 -0.32
C -1.296 0.292 -0.327 2.333 -0.930 -0.760 -0.54
C -0.071 1.226 -0.149 1.431 -0.148 -0.825 -0.51
O 2.734 0.099 -0.227 1.704 1.053 -0.986 -0.58
P 1.431 0.167 0.392 -2.646 -0.077 4.714 0.14
H -1.387 -1.902 -0.691 -0.159 -0.851 -0.346 0.37
H 0.847 -2.270 0.124 1.488 -2.129 0.252 0.47
H -1.850 0.485 -1.229 -0.384 0.440 -0.291 0.29
H -1.909 0.481 0.553 -0.272 -0.557 -0.099 0.30
H 0.582 1.507 -1.056 -2.002 0.351 0.501 0.26
H -0.548 2.026 0.419 1.560 0.601 0.049 0.37
H 1.642 0.316 2.548 -0.434 -0.172 -3.208 0.09
```
Positions in Å, forces in eV/Å.

- HOMO-LUMO gap (spin up / spin down) (Eh) = 0.3420 / 0.3420
- ΔE to the lowest compared entry with this formula, charge and spin (kcal/mol) = 67.20
- E_HOMO (spin up / spin down) (eV) = -9.29 / -9.29
- total charge = 0
- F_max (eV Å⁻¹) = 5.4
- DFT total energy (eV) = -15594.523



No. 6
Computed, not measured: C4H7OP in the gas phase in a non-equilibrium geometry, with ωB97M-V/def2-TZVPD.

Structure (XYZ):
```
13
Properties=species:S:1:pos:R:3:forces:R:3:mulliken_charge:R:1
C -0.836 -0.718 1.424 1.340 0.888 -2.712 -0.21
C -0.878 0.361 2.097 -0.884 0.669 0.466 -0.56
C -0.636 -0.935 -0.103 1.058 -1.129 0.862 -0.48
C 0.371 -0.025 -0.825 2.641 -0.893 2.353 -0.72
O 1.735 2.225 -0.949 -0.226 1.950 0.896 -0.47
P 0.147 1.778 -1.155 -0.112 -0.141 0.908 0.09
H -0.556 -1.536 1.972 0.341 -2.623 1.376 0.27
H -1.253 1.273 2.432 -0.002 1.237 0.208 0.41
H -0.348 -2.057 -0.197 -0.438 1.983 -0.270 0.29
H -1.537 -0.757 -0.581 -2.242 -0.207 -0.873 0.32
H 1.385 -0.289 -0.266 -1.652 1.234 -1.311 0.29
H 0.511 -0.340 -1.829 0.089 -1.036 -1.016 0.43
H 1.750 3.177 -0.603 0.086 -1.932 -0.888 0.33
```
Positions in Å, forces in eV/Å.

- HOMO-LUMO gap (spin up / spin down) (Eh) = 0.2836 / 0.2911
- ΔE to the lowest compared entry with this formula, charge and spin (kcal/mol) = 105.21
- E_HOMO (spin up / spin down) (eV) = -7.86 / -7.47
- total charge = 0
- F_max (eV Å⁻¹) = 3.6
- DFT total energy (eV) = -15592.875



No. 7
Computed, not measured: a 2-piece molecular cluster, C4H7OS2 overall in a non-equilibrium geometry, with ωB97M-V/def2-TZVPD.

Structure (XYZ):
```
14
Properties=species:S:1:pos:R:3:forces:R:3:mulliken_charge:R:1
C 3.326 0.822 -0.355 -1.096 1.210 -1.398 0.65
C 0.227 -0.162 -1.855 -2.385 0.033 0.336 -1.12
C -0.496 -0.717 0.582 -0.845 -0.809 -0.123 -1.13
C 0.057 0.257 -0.453 0.064 0.493 2.606 0.31
O 3.267 1.799 -1.035 0.470 -2.741 2.142 -0.44
S 3.401 -0.535 0.486 0.322 1.318 -0.651 -0.32
S -0.403 1.967 0.023 0.815 -0.771 -1.660 -0.42
H 0.592 -1.169 -1.814 0.683 -0.668 -0.276 0.25
H 0.800 0.479 -2.498 0.794 0.389 -0.124 0.30
H -0.753 -0.264 -2.419 0.064 -0.032 -0.054 0.31
H -1.382 -1.371 0.237 0.724 0.460 -0.133 0.25
H 0.302 -1.511 0.838 -0.881 0.867 0.268 0.05
H -1.024 -0.261 1.524 1.697 -0.484 -1.447 0.30
H 0.645 2.364 -0.753 -0.427 0.737 0.513 0.01
```
Positions in Å, forces in eV/Å.

- HOMO-LUMO gap (spin up / spin down) (Eh) = 0.1369 / 0.1369
- ΔE to the lowest compared entry with this formula, charge and spin (kcal/mol) = 72.34
- E_HOMO (spin up / spin down) (eV) = -0.62 / -0.62
- total charge = -1
- F_max (eV Å⁻¹) = 3.5
- DFT total energy (eV) = -27977.791



No. 8
Computed, not measured: C4H8 in the gas phase in a non-equilibrium geometry, with ωB97M-V/def2-TZVPD.

Structure (XYZ):
```
12
Properties=species:S:1:pos:R:3:forces:R:3:mulliken_charge:R:1
C -0.386 0.436 0.918 -0.887 0.774 -0.459 -0.45
C -0.493 -0.978 0.295 -0.044 0.095 -0.171 -0.48
C 0.569 -0.530 -0.751 0.251 -0.055 -0.292 -0.41
C 0.524 0.926 -0.243 0.146 0.448 -0.681 -0.67
H -1.118 1.043 0.426 -2.226 -0.353 1.517 0.15
H -0.392 0.672 1.989 0.680 -0.181 -0.386 0.40
H -1.501 -1.119 -0.111 0.237 -0.164 -0.074 0.20
H -0.249 -1.895 0.852 0.114 0.596 0.078 0.27
H 0.283 -0.616 -1.801 0.160 -0.270 0.049 0.26
H 1.531 -1.015 -0.580 -0.055 0.017 -0.089 0.23
H -0.160 1.519 -0.929 1.215 -0.414 0.554 0.18
H 1.393 1.556 -0.065 0.408 -0.493 -0.046 0.32
```
Positions in Å, forces in eV/Å.

- HOMO-LUMO gap (Eh) = 0.4047
- ΔE to the lowest compared entry with this formula, charge and spin (kcal/mol) = 34.27
- E_HOMO (eV) = -9.74
- total charge = 0
- F_max (eV Å⁻¹) = 2.7
- DFT total energy (eV) = -4275.707



Q: The highest total charge belongs to which entry?
A: C4H7O3Pb